[1]
Entry from the Open Molecules 2025 dataset: the ion C5H7N2S with charge +1 (ωB97M-V/def2-TZVPD).

For the electronic energy, the calculation gives -19103.16814 eV. As for the spin multiplicity: 1. The net charge is +1. For the HOMO energy, the calculation gives -0.4497 hartree. As for the largest force on an atom: 0.093 Eh/bohr. Its LUMO energy is -0.16633 hartree.

Each line ends with the natural charge from an NBO analysis.
Geometry (Å):
C -1.114 0.159 -1.072  -0.20
C -0.118 -0.698 -1.292  -0.28
C 0.904 1.445 0.563  0.04
C -1.107 0.529 0.274  -0.15
C 0.620 -0.852 0.023  0.07
N 1.524 0.318 0.284  -0.63
N -0.463 -0.639 0.946  -0.53
S 1.076 2.932 0.953  0.30
H -1.864 0.632 -1.773  0.27
H 0.090 -0.989 -2.356  0.27
H -2.004 0.751 0.670  0.22
H 1.243 -1.878 0.072  0.27
H 2.327 0.239 -0.328  0.44
H -0.012 -0.524 1.838  0.44
H -1.101 -1.425 1.196  0.45

***

[2]
Entry from the Open Molecules 2025 dataset: a structure of composition C5H7N3 (ωB97M-V/def2-TZVPD).

For the electronic energy, the calculation gives -9761.44319 eV. As for the spin multiplicity: 1. For the HOMO energy, the calculation gives -0.3347 hartree. As for the largest force on an atom: 0.134 Eh/bohr. Its LUMO energy is -0.03729 hartree.

Each line ends with the natural charge from an NBO analysis.
Geometry (Å):
C 2.857 0.177 -0.143  -0.31
C 1.865 -0.855 0.026  -0.30
C 0.482 -0.383 0.016  0.31
C -1.182 1.217 0.209  -0.35
C -1.783 -0.153 0.012  0.38
H 4.016 -0.083 -0.093  0.22
H 2.461 1.266 -0.054  0.25
H 2.033 -1.972 -0.020  0.23
H -1.454 2.217 -0.318  0.25
H -1.164 1.336 1.559  0.22
H -3.730 0.059 -0.567  0.37
H -1.045 -2.127 -0.777  0.31
N 0.365 0.914 -0.150  -0.43
N -2.956 -0.542 -0.291  -0.66
N -0.765 -1.071 0.590  -0.49

***

[3]
Entry from the Open Molecules 2025 dataset: an isolated molecule of C5H7N3 (ωB97M-V/def2-TZVPD).

For the electronic energy, the calculation gives -9764.19237 eV. As for the spin multiplicity: 1. Its SMILES is [H]/N=C(\C)NC(=C)C#N. For the HOMO energy, the calculation gives -0.3210 hartree. As for the largest force on an atom: 0.184 Eh/bohr. Its LUMO energy is 0.00524 hartree.

Each line ends with the natural charge from an NBO analysis.
Geometry (Å):
C -2.170 -0.409 -1.748  -0.68
C -1.264 0.167 -0.756  0.45
C 1.086 -0.105 0.059  0.07
C 2.466 0.353 0.213  -0.37
C 0.968 -0.542 1.366  0.22
H -1.696 0.142 -2.622  0.24
H -3.173 -0.104 -1.786  0.24
H -1.966 -1.623 -2.012  0.23
H -2.571 0.979 0.543  0.37
H 0.642 -0.481 -1.921  0.42
H 3.215 0.984 -0.453  0.21
H 2.950 0.497 1.177  0.23
N -1.581 0.967 0.159  -0.66
N 0.204 -0.014 -0.979  -0.65
N 0.817 -0.549 2.573  -0.32

***

no.,frontier orbital gap (eV)
1,7.71
2,8.09
3,8.88